Model one:
The following is a DFT calculation (ωB97M-V with the def2-TZVPD basis set) of a cluster of 2 separate species, C6H15NO in total.

As for the LUMO energy (alpha / beta): 3.87 / 3.75 eV. Its frontier orbital gap (alpha / beta) is 0.0757 / 0.2653 hartree.

```
! wB97M-V def2-TZVPD RIJCOSX def2/J DEFGRID3
* xyz -1 2
C 1.67 0.32 -1.43
C 1.46 -1.08 -0.86
C 0.44 -1.93 -1.24
C 0.32 -3.35 -0.75
H 0.88 0.48 -2.19
H 1.52 1.05 -0.65
H 2.65 0.36 -1.92
H 2.25 -1.45 -0.18
H -0.27 -1.61 -2.00
H 1.24 -3.58 -0.20
H -0.49 -3.50 -0.01
H 0.21 -4.06 -1.59
C -1.28 0.78 1.09
O -1.13 -0.03 2.28
C -0.98 2.24 1.54
N -0.95 3.07 0.34
H -0.57 0.54 0.27
H -2.31 0.72 0.68
H -1.70 -0.85 2.15
H -1.79 2.60 2.18
H -0.05 2.16 2.08
H -0.07 3.03 -0.18
H -1.05 4.09 0.60
*
```

Model two:
The following is a DFT calculation (ωB97M-V with the def2-TZVPD basis set) of a cluster of 2 separate species, C6H15NO in total.

As for the LUMO energy (alpha / beta): 3.81 / 3.66 eV. Its frontier orbital gap (alpha / beta) is 0.0878 / 0.3004 hartree.

```
! wB97M-V def2-TZVPD RIJCOSX def2/J DEFGRID3
* xyz -1 2
C -0.11 2.43 -1.66
C 0.58 1.08 -1.96
C -0.06 0.20 -0.79
C 0.74 -0.69 -0.27
N 0.42 -1.54 0.94
C -0.27 -0.78 2.07
C 0.86 -0.09 2.99
H 0.34 3.18 -2.16
H -0.21 2.56 -0.57
H -1.08 2.34 -2.26
H 0.40 0.53 -2.85
H 1.68 1.08 -1.75
H -1.13 0.53 -0.42
H 1.59 -1.12 -0.95
H 1.20 -2.12 1.22
H -1.06 -1.39 2.57
H -0.95 0.04 1.77
H 1.25 0.77 2.29
H 0.65 0.45 3.88
H 1.57 -0.91 3.15
H -2.58 -2.07 -1.11
H -1.62 -2.56 -2.14
O -2.20 -1.91 -1.98
*
```

Model three:
The following is a DFT calculation (ωB97M-V with the def2-TZVPD basis set) of a cluster of 2 separate species, C6H15NO in total.

As for the LUMO energy (alpha / beta): 3.34 / 3.27 eV. Its frontier orbital gap (alpha / beta) is 0.0798 / 0.3275 hartree.

```
! wB97M-V def2-TZVPD RIJCOSX def2/J DEFGRID3
* xyz -1 2
C 1.65 1.27 0.37
C 0.10 1.14 0.50
C -0.45 -0.28 0.22
C -0.08 -0.67 -1.00
C -1.23 -1.12 1.22
C -1.31 -0.54 2.63
N 2.16 1.35 1.74
H 2.02 2.20 -0.15
H 2.09 0.37 -0.11
H -0.20 1.51 1.48
H -0.45 1.69 -0.25
H 0.26 -0.02 -1.78
H -0.16 -1.69 -1.42
H -0.72 -2.09 1.15
H -2.25 -1.27 0.85
H -1.24 -1.32 3.39
H -0.43 0.08 2.78
H -2.14 0.15 2.81
H 1.57 1.71 2.46
H 3.14 1.57 1.76
H -0.21 -1.02 -5.76
H -1.50 -1.33 -6.53
O -0.61 -1.69 -6.34
*
```

Stability summary: most stable model three, least stable model two.

Model one:
The following is a DFT calculation (ωB97M-V with the def2-TZVPD basis set) of the molecule CH5BrSi.

As for the LUMO energy: 0.83 eV. As for the structure (SMILES): C[SiH2]Br. Its frontier orbital gap is 0.4201 hartree.

```
! wB97M-V def2-TZVPD RIJCOSX def2/J DEFGRID3
* xyz 0 1
C -0.29 0.56 -0.37
Si 0.67 -1.04 -0.01
Br 0.02 -2.49 -1.61
H -0.32 1.54 0.17
H 0.12 0.78 -1.46
H -1.39 0.31 -0.46
H 0.54 -1.48 1.47
H 2.18 -0.89 -0.19
*
```

Model two:
The following is a DFT calculation (ωB97M-V with the def2-TZVPD basis set) of the molecule CH5BrSi.

As for the LUMO energy: 0.89 eV. As for the structure (SMILES): C[SiH2]Br. Its frontier orbital gap is 0.4099 hartree.

```
! wB97M-V def2-TZVPD RIJCOSX def2/J DEFGRID3
* xyz 0 1
C -0.99 0.38 -0.26
Si 0.79 -0.25 -0.06
Br 1.76 0.43 1.85
H -1.42 -0.08 -1.11
H -1.35 -0.35 0.58
H -1.36 1.38 -0.24
H 1.68 0.27 -0.95
H 0.89 -1.77 0.18
*
```

Stability summary: most stable model one, least stable model two.

Model one:
The following is a DFT calculation (ωB97M-V with the def2-TZVPD basis set) of a structure of composition C4H14NOS.

As for the LUMO energy: -9.20 eV. Its frontier orbital gap is 0.1608 hartree.

```
! wB97M-V def2-TZVPD RIJCOSX def2/J DEFGRID3
* xyz 1 1
C -0.34 -0.19 -1.80
C 0.45 -0.25 -0.47
C 0.07 -1.48 0.35
C 0.77 -1.69 1.72
S 2.28 -0.63 1.88
N 0.21 1.00 0.27
H -1.19 -0.81 -1.60
H -0.79 0.76 -2.06
H 0.19 -0.51 -2.68
H 1.57 -0.33 -0.54
H 0.25 -2.36 -0.36
H -1.08 -1.55 0.58
H 0.05 -1.38 2.43
H 0.96 -2.72 1.80
H 5.73 1.76 4.47
H 0.32 1.98 -0.21
H 5.14 1.38 4.81
H 0.89 0.98 1.17
H -5.36 2.59 -2.73
H -5.31 1.34 -3.68
O -4.80 2.11 -3.34
*
```

Model two:
The following is a DFT calculation (ωB97M-V with the def2-TZVPD basis set) of a cluster of 2 separate species, C4H14NOS in total.

As for the LUMO energy: -3.14 eV. Its frontier orbital gap is 0.3516 hartree.

```
! wB97M-V def2-TZVPD RIJCOSX def2/J DEFGRID3
* xyz 1 1
C -1.04 -0.28 0.37
C -0.93 -1.25 -0.80
C 0.52 -1.43 -1.33
S 1.97 -0.82 -0.48
C 1.88 0.99 -0.60
N -0.48 -1.02 1.59
H -0.42 0.58 0.26
H -2.06 -0.03 0.65
H -1.55 -0.83 -1.57
H -1.35 -2.22 -0.53
H 0.52 -1.07 -2.36
H 0.64 -2.50 -1.48
H 1.20 1.46 0.08
H 1.64 1.29 -1.63
H 2.91 1.27 -0.42
H -0.99 -1.88 1.78
H 0.51 -1.20 1.44
H -0.51 -0.45 2.44
H -0.16 3.46 0.61
H -1.61 3.12 0.96
O -0.71 2.79 1.03
*
```

Stability summary: most stable model two, least stable model one.

Model one:
The following is a DFT calculation (ωB97M-V with the def2-TZVPD basis set) of a structure of composition C4H10.

As for the LUMO energy: 1.21 eV. Its frontier orbital gap is 0.3451 hartree.

```
! wB97M-V def2-TZVPD RIJCOSX def2/J DEFGRID3
* xyz 0 1
C 1.05 1.07 0.20
C 0.18 -0.13 0.51
C 0.14 -1.27 -1.08
C -1.24 0.31 0.87
H 0.60 1.68 -0.60
H 1.17 1.77 1.06
H 2.05 0.77 -0.11
H 0.50 -1.15 0.45
H -0.39 -2.25 -0.98
H 1.16 -1.51 -1.46
H -0.39 -0.62 -1.73
H -1.29 0.94 1.77
H -1.90 -0.54 1.04
H -1.66 0.93 0.06
*
```

Model two:
The following is a DFT calculation (ωB97M-V with the def2-TZVPD basis set) of a structure of composition C4H10.

As for the LUMO energy: 1.18 eV. Its frontier orbital gap is 0.4295 hartree.

```
! wB97M-V def2-TZVPD RIJCOSX def2/J DEFGRID3
* xyz 0 1
C 1.84 -0.25 -0.27
C 0.60 0.67 0.15
C -0.57 -0.26 0.46
C -1.78 0.04 -0.34
H 1.73 -0.97 -1.00
H 2.60 0.40 -0.46
H 1.94 -0.97 0.72
H 0.46 1.36 -0.52
H 0.98 1.28 0.81
H -0.27 -1.31 0.46
H -0.86 -0.18 1.60
H -1.61 -0.24 -1.33
H -2.14 1.15 -0.14
H -2.91 -0.74 -0.13
*
```

Model three:
The following is a DFT calculation (ωB97M-V with the def2-TZVPD basis set) of the molecule C4H10.

As for the LUMO energy: 1.24 eV. As for the structure (SMILES): CC(C)C. Its frontier orbital gap is 0.4584 hartree.

```
! wB97M-V def2-TZVPD RIJCOSX def2/J DEFGRID3
* xyz 0 1
C -1.01 -0.97 -0.30
C -0.04 -0.01 0.44
C -0.35 1.43 0.00
C 1.42 -0.41 0.14
H -1.02 -0.77 -1.39
H -0.74 -2.03 -0.19
H -2.03 -0.85 0.06
H -0.22 -0.11 1.52
H 0.14 2.19 0.62
H -1.43 1.60 0.04
H -0.02 1.58 -1.03
H 2.00 -0.72 1.01
H 2.00 0.34 -0.41
H 1.30 -1.27 -0.50
*
```

Stability summary: most stable model three, least stable model one.

Model one:
The following is a DFT calculation (ωB97M-V with the def2-TZVPD basis set) of a cluster of 2 separate species, C5H7OP in total.

As for the LUMO energy (alpha / beta): -1.17 / -0.99 eV. Its frontier orbital gap (alpha / beta) is 0.2778 / 0.2746 hartree.

```
! wB97M-V def2-TZVPD RIJCOSX def2/J DEFGRID3
* xyz 0 1
C -1.45 -1.19 0.14
C -0.67 -2.16 -0.33
C -0.58 -0.02 0.28
C 0.58 -0.42 -0.31
C -1.00 1.29 0.80
O 0.57 -1.67 -0.58
P 3.24 1.07 -0.36
H -2.53 -1.34 0.36
H -0.97 -3.16 -0.42
H -0.50 2.13 0.45
H -2.13 1.55 0.72
H -0.62 1.24 1.81
H 2.23 1.97 -1.02
H 3.85 0.71 -1.56
*
```

Model two:
The following is a DFT calculation (ωB97M-V with the def2-TZVPD basis set) of the molecule C5H7OP.

As for the LUMO energy (alpha / beta): -1.03 / -0.64 eV. As for the structure (SMILES): C=P1=C2O[C@H]2CC1. Its frontier orbital gap (alpha / beta) is 0.2343 / 0.2890 hartree.

```
! wB97M-V def2-TZVPD RIJCOSX def2/J DEFGRID3
* xyz 0 1
C 1.88 -0.87 -1.54
P 0.31 -0.78 -1.03
C -0.66 -1.68 0.26
O -0.03 -1.23 1.44
C -1.26 -0.53 1.16
C -1.03 0.91 0.76
C 0.07 0.98 -0.36
H 2.43 -0.04 -1.18
H 2.37 -1.78 -1.83
H -2.12 -0.80 1.80
H -0.86 1.65 1.48
H -1.85 1.19 0.21
H -0.21 1.45 -1.26
H 0.96 1.53 0.08
*
```

Stability summary: most stable model one, least stable model two.

Model one:
The following is a DFT calculation (ωB97M-V with the def2-TZVPD basis set) of a cluster of 3 separate species, C7H12N2 in total.

As for the LUMO energy (alpha / beta): 0.86 / 0.79 eV. Its frontier orbital gap (alpha / beta) is 0.2673 / 0.2678 hartree.

```
! wB97M-V def2-TZVPD RIJCOSX def2/J DEFGRID3
* xyz 0 1
C 0.08 0.40 0.45
C -0.09 -0.29 1.78
C -2.28 0.61 -1.85
C 0.50 -0.24 -0.66
C -1.97 0.10 -0.47
C 2.45 0.42 0.28
C 3.20 -0.40 1.00
N 0.60 -0.91 -1.66
N -2.74 -0.36 0.39
H 0.04 1.48 0.39
H 1.55 -1.12 -1.98
H -3.74 -0.35 0.13
H 2.85 1.34 -0.16
H 0.49 0.23 2.53
H -1.15 -0.28 2.04
H 0.22 -1.33 1.73
H -1.78 -0.01 -2.59
H -3.36 0.60 -2.04
H -1.92 1.63 -1.97
H 2.79 -1.30 1.46
H 4.26 -0.23 1.20
*
```

Model two:
The following is a DFT calculation (ωB97M-V with the def2-TZVPD basis set) of the molecule C7H12N2.

As for the LUMO energy: 1.04 eV. As for the structure (SMILES): [H]/N=C\N1[C@@H]2CCCC[C@H]21. Its frontier orbital gap is 0.3669 hartree.

```
! wB97M-V def2-TZVPD RIJCOSX def2/J DEFGRID3
* xyz 0 1
H -2.99 1.16 0.46
N -3.43 0.50 -0.18
C -2.73 -0.58 -0.19
N -1.57 -0.84 0.54
C -0.50 0.16 0.71
C -0.02 1.49 0.16
C 1.40 1.09 -0.41
C 2.01 -0.26 0.16
C 1.11 -1.53 -0.05
C -0.32 -0.96 -0.24
H -3.05 -1.44 -0.78
H -0.13 -0.02 1.71
H 0.04 2.21 0.95
H -0.63 1.90 -0.63
H 1.31 0.93 -1.49
H 2.17 1.85 -0.25
H 2.20 -0.10 1.21
H 2.98 -0.46 -0.27
H 1.26 -2.20 0.83
H 1.43 -2.08 -0.93
H -0.52 -0.82 -1.33
*
```

Stability summary: most stable model two, least stable model one.